Record 1
{
  "formula": "C20H19N3O3",
  "method": "wB97M-V/def2-TZVPD",
  "species": ["C", "C", "O", "C", "O", "C", "C", "C", "C", "N", "C", "C", "C", "C", "N", "C", "C", "C", "C", "C", "C", "C", "O", "N", "C", "C", "H", "H", "H", "H", "H", "H", "H", "H", "H", "H", "H", "H", "H", "H", "H", "H", "H", "H", "H"],
  "positions_angstrom": [[-8.157, -1.590, 0.809], [-7.475, -0.497, 0.007], [-6.064, -0.692, 0.089], [-5.304, 0.241, -0.502], [-5.764, 1.198, -1.079], [-3.858, -0.030, -0.361], [-3.373, -1.148, 0.316], [-2.015, -1.348, 0.436], [-1.107, -0.434, -0.107], [0.247, -0.684, 0.041], [1.297, 0.191, 0.073], [1.187, 1.569, 0.262], [2.375, 2.290, 0.293], [2.374, 3.772, 0.481], [3.555, 1.702, 0.157], [3.586, 0.381, 0.016], [4.895, -0.258, -0.094], [6.041, 0.539, -0.042], [7.299, -0.012, -0.139], [7.436, -1.386, -0.292], [6.322, -2.194, -0.348], [5.040, -1.650, -0.251], [3.993, -2.488, -0.312], [2.495, -0.390, -0.028], [-1.596, 0.663, -0.821], [-2.954, 0.860, -0.938], [-9.234, -1.461, 0.758], [-7.896, -2.566, 0.408], [-7.841, -1.544, 1.848], [-7.775, -0.528, -1.047], [-7.718, 0.498, 0.397], [-4.067, -1.851, 0.747], [-1.640, -2.215, 0.960], [0.513, -1.651, 0.173], [0.238, 2.051, 0.420], [3.386, 4.116, 0.674], [2.004, 4.257, -0.422], [1.724, 4.052, 1.307], [5.906, 1.603, 0.078], [8.173, 0.619, -0.096], [8.420, -1.826, -0.369], [6.408, -3.263, -0.467], [3.179, -1.933, -0.237], [-0.911, 1.336, -1.310], [-3.344, 1.704, -1.487]],
  "max_force_ev_per_a": 0.611,
  "lumo_energy_ha": 0.00537,
  "smiles": "CCOC(=O)c1ccc(Nc2cc(C)nc(-c3ccccc3O)n2)cc1",
  "mol_weight_g_mol": 349.390
}

Record 2
{
  "formula": "C3H3F",
  "method": "wB97M-V/def2-TZVPD",
  "species": ["C", "C", "C", "F", "H", "H", "H"],
  "positions_angstrom": [[-0.343, 1.685, 0.145], [-0.303, 0.381, 0.150], [-0.144, -2.175, -0.378], [1.013, -1.900, -1.001], [0.413, 2.216, -0.316], [-0.890, 2.344, 0.851], [0.253, -2.551, 0.549]],
  "max_force_ev_per_a": 2.686,
  "lumo_energy_ha": -0.03120,
  "mol_weight_g_mol": 58.055
}

Record 3
{
  "formula": "C4H9NO2",
  "method": "wB97M-V/def2-TZVPD",
  "species": ["C", "C", "O", "C", "H", "H", "H", "H", "H", "H", "H", "H", "N", "C", "O", "H"],
  "positions_angstrom": [[-0.047, 1.753, 0.818], [0.150, 0.331, 1.250], [0.222, -0.791, -0.046], [1.203, -0.582, -1.057], [0.580, 2.014, -0.034], [-1.084, 1.944, 0.557], [0.220, 2.405, 1.655], [1.162, 0.131, 1.599], [-0.606, -0.047, 1.928], [2.166, -0.364, -0.591], [0.918, 0.254, -1.702], [1.320, -1.498, -1.639], [-2.399, -0.057, -0.275], [-1.658, -0.889, -0.661], [-1.497, -2.134, -1.077], [-0.649, -2.470, -0.723]],
  "max_force_ev_per_a": 3.664,
  "lumo_energy_ha": 0.02358,
  "smiles": "CCOC.N#CO",
  "mol_weight_g_mol": 103.121
}

Record 4
{
  "formula": "C38H71N11OSSi2Sr",
  "method": "wB97M-V/def2-TZVPD",
  "species": ["Sr", "N", "C", "C", "N", "C", "C", "N", "C", "C", "N", "H", "H", "H", "H", "H", "H", "H", "H", "H", "H", "H", "H", "H", "H", "H", "H", "H", "H", "C", "N", "C", "C", "N", "N", "C", "N", "N", "H", "H", "H", "H", "H", "H", "H", "H", "H", "H", "H", "C", "Si", "C", "C", "C", "C", "C", "C", "C", "Si", "C", "C", "H", "H", "H", "H", "H", "H", "H", "H", "H", "H", "H", "H", "H", "H", "H", "H", "C", "C", "C", "C", "N", "N", "H", "H", "H", "H", "H", "H", "H", "H", "H", "H", "H", "H", "O", "S", "C", "C", "C", "C", "C", "C", "C", "C", "C", "C", "C", "C", "C", "C", "H", "H", "H", "H", "H", "H", "H", "H", "H", "H", "H", "H", "H", "H"],
  "positions_angstrom": [[-0.485, -0.577, 0.305], [-2.099, -2.856, -0.291], [-3.243, -2.941, -1.194], [-2.900, -2.456, -2.600], [-2.466, -1.063, -2.628], [-3.561, -0.142, -2.337], [-3.245, 0.896, -1.272], [-2.879, 0.256, -0.022], [-1.724, -0.720, -3.835], [-0.825, 0.512, -3.696], [0.119, 0.349, -2.592], [-1.399, -3.567, -0.485], [-2.381, -3.034, 0.668], [-4.031, -2.319, -0.773], [-3.667, -3.955, -1.274], [-3.762, -2.640, -3.266], [-2.092, -3.075, -2.994], [-4.419, -0.725, -1.993], [-3.900, 0.369, -3.253], [-4.095, 1.589, -1.191], [-2.378, 1.478, -1.587], [-3.652, -0.266, 0.381], [-2.600, 0.923, 0.689], [-2.395, -0.594, -4.702], [-1.071, -1.566, -4.061], [-1.438, 1.403, -3.534], [-0.306, 0.678, -4.648], [0.005, 1.109, -1.930], [1.086, 0.398, -2.887], [5.184, -2.331, 1.030], [4.536, -1.458, 0.060], [4.620, -2.007, -1.271], [3.346, -0.773, 0.376], [2.305, -0.701, -0.366], [3.444, -0.106, 1.575], [2.405, 0.434, 2.314], [2.690, 0.489, 3.672], [1.364, 0.868, 1.741], [6.243, -2.414, 0.776], [4.735, -3.327, 1.033], [5.108, -1.946, 2.040], [5.657, -2.273, -1.475], [4.302, -1.269, -2.006], [4.010, -2.912, -1.390], [2.344, -1.427, -1.067], [4.355, -0.076, 2.007], [3.117, -0.349, 4.042], [1.898, 0.773, 4.237], [0.658, 1.122, 2.430], [2.027, -3.215, 2.746], [0.192, -2.719, 2.396], [-0.620, -4.476, 2.353], [-0.370, -2.120, 4.156], [-0.102, -2.979, 5.232], [-0.468, -2.692, 6.533], [-1.132, -1.505, 6.798], [-1.408, -0.645, 5.753], [-1.045, -0.915, 4.425], [-1.504, 0.439, 3.110], [-0.930, 2.022, 4.116], [-3.416, 0.607, 3.376], [2.153, -3.841, 3.632], [2.648, -2.329, 2.879], [2.425, -3.766, 1.893], [-0.291, -5.127, 3.164], [-0.399, -4.989, 1.415], [-1.706, -4.397, 2.436], [0.410, -3.915, 5.041], [-0.244, -3.389, 7.333], [-1.434, -1.256, 7.809], [-1.931, 0.276, 5.979], [-1.637, 2.263, 4.914], [-0.840, 2.921, 3.504], [0.034, 1.866, 4.616], [-3.700, 0.678, 4.429], [-3.947, -0.250, 2.957], [-3.798, 1.501, 2.876], [0.026, -4.684, -4.202], [1.274, -4.653, -3.326], [2.396, -3.894, -4.045], [1.732, -6.078, -3.026], [0.924, -4.070, -2.017], [0.549, -2.706, -1.961], [0.213, -5.259, -5.108], [-0.274, -3.683, -4.508], [-0.801, -5.147, -3.664], [2.638, -4.372, -4.993], [3.303, -3.878, -3.442], [2.115, -2.865, -4.276], [1.987, -6.603, -3.945], [0.945, -6.628, -2.514], [2.616, -6.076, -2.388], [1.681, -4.205, -1.354], [-0.444, -2.615, -2.117], [1.003, -2.105, -2.647], [-0.531, 2.149, -0.419], [-1.116, 3.391, 0.177], [0.305, 4.310, 0.841], [1.390, 4.562, -0.157], [2.151, 3.505, -0.652], [3.131, 3.750, -1.601], [3.365, 5.040, -2.058], [2.620, 6.095, -1.555], [1.636, 5.855, -0.609], [-1.539, 4.436, -1.246], [-2.122, 5.747, -0.819], [-1.560, 6.936, -1.270], [-2.088, 8.155, -0.877], [-3.179, 8.195, -0.021], [-3.745, 7.011, 0.430], [-3.222, 5.794, 0.031], [0.636, 3.667, 1.657], [-0.094, 5.230, 1.273], [1.976, 2.503, -0.287], [3.721, 2.927, -1.979], [4.137, 5.224, -2.792], [2.809, 7.105, -1.892], [1.060, 6.678, -0.207], [-2.252, 3.829, -1.809], [-0.640, 4.566, -1.853], [-0.709, 6.904, -1.936], [-1.646, 9.072, -1.238], [-3.591, 9.143, 0.290], [-4.597, 7.035, 1.094], [-3.673, 4.877, 0.387]],
  "max_force_ev_per_a": 1.360,
  "lumo_energy_ha": 0.00761,
  "mol_weight_g_mol": 873.921
}

What did the second record say?
{
  "formula": "C3H3F",
  "method": "wB97M-V/def2-TZVPD",
  "species": ["C", "C", "C", "F", "H", "H", "H"],
  "positions_angstrom": [[-0.343, 1.685, 0.145], [-0.303, 0.381, 0.150], [-0.144, -2.175, -0.378], [1.013, -1.900, -1.001], [0.413, 2.216, -0.316], [-0.890, 2.344, 0.851], [0.253, -2.551, 0.549]],
  "max_force_ev_per_a": 2.686,
  "lumo_energy_ha": -0.03120,
  "mol_weight_g_mol": 58.055
}